# 1
Formula: CH6SSi
Source: the OMol25 dataset
Level of theory: ωB97M-V/def2-TZVPD

Geometry as XYZ:
```
9
Properties=species:S:1:pos:R:3:forces:R:3
C -0.66327 0.73983 0.06005 0.441 3.110 0.110
Si 0.80282 -0.37620 0.18548 -0.765 -0.709 2.276
S -2.19139 -0.23115 0.11687 0.608 -0.082 -1.672
H -0.61745 1.36796 1.01762 -0.341 -0.583 -1.352
H 0.19510 -1.53163 1.04829 1.081 0.960 -0.300
H 0.96623 -0.95466 -1.05155 0.544 -0.975 -2.223
H 2.07413 0.28614 0.60908 -0.303 -0.170 0.096
H -0.57023 1.49345 -0.86547 -0.495 -1.603 2.084
H -1.82754 -0.78990 -1.10088 -0.771 0.054 0.982
```
Forces are in eV/Å.

Its HOMO energy is -8.99 eV. The multiplicity is 1. The frontier orbital gap comes out at 9.81 eV. Its SMILES is [SiH3]CS. The energy above the lowest of the compared OMol25 structures with the same formula, charge and spin comes out at 34.6 kcal/mol. The calculation puts the calculated total energy at -729.3215 hartree. The calculation puts the lowest unoccupied orbital energy at 0.8 eV.

***

# 2
Formula: C5H15N5O10
Source: the OMol25 dataset
Level of theory: ωB97M-V/def2-TZVPD

Geometry as XYZ:
```
35
Properties=species:S:1:pos:R:3:forces:R:3
C 0.03734 0.56941 0.58619 -0.488 -2.189 -0.713
N -0.56994 -0.81379 0.56716 -0.901 -0.264 0.441
O -0.84105 -1.32974 1.71268 1.416 2.742 -4.366
O -0.82591 -1.39096 -0.50796 -2.727 6.094 4.174
H 0.01505 1.02989 -0.40151 -0.475 -1.460 0.069
H 1.09492 0.66603 0.83172 -0.552 -1.530 0.667
H -0.58500 1.20797 1.21313 0.430 -1.596 0.162
C 0.47943 2.60364 -2.05370 -0.866 0.036 -1.709
N -0.38715 3.65010 -2.71001 -1.157 1.415 -1.862
O -0.87910 3.57880 -3.84308 1.376 -0.224 2.923
O -0.51245 4.64217 -1.94407 -2.608 -0.752 -5.572
H 0.62202 1.74438 -2.70901 -0.046 0.241 -0.009
H -0.12909 2.34550 -1.18700 0.443 0.078 -0.811
H 1.39014 3.17006 -1.85907 -0.021 -0.648 0.273
C 0.17792 -3.09641 -0.74728 5.822 1.395 -6.552
N 1.10237 -4.00993 -1.48530 1.071 1.190 1.887
O 1.62883 -3.52692 -2.47354 -0.133 -0.871 -0.610
O 1.45302 -5.02580 -0.90272 -0.360 -0.088 -0.924
H 0.69013 -2.72037 0.13835 0.753 -0.428 -0.673
H -0.72838 -3.53038 -0.32491 1.631 0.920 -6.739
H -0.07730 -2.26404 -1.40312 1.817 -1.663 -1.301
C -1.27207 -3.35566 2.96901 0.828 1.288 -0.234
N -0.41396 -3.75354 1.75015 -0.026 -2.797 1.681
O -0.97873 -3.78512 0.61593 -5.372 -5.997 14.598
O 0.69718 -4.31453 2.03878 -2.772 1.697 -1.734
H -2.29249 -3.72679 2.87361 0.434 -0.343 -0.075
H -1.26897 -2.26627 2.93284 -0.716 -1.048 0.790
H -0.71192 -3.59213 3.87368 -0.186 -0.766 -0.378
C 0.49619 4.50873 0.12619 0.496 -0.261 2.863
N 0.37307 3.11489 0.60257 0.681 3.187 3.417
O -0.63210 2.79268 1.26096 0.647 2.219 -1.049
O 1.37410 2.45254 0.45328 0.714 0.390 0.072
H -0.25163 5.11630 0.63581 -0.073 -0.200 -0.238
H 0.23672 4.38354 -0.92505 0.872 0.854 1.372
H 1.48896 4.92568 0.29546 0.049 -0.619 0.158
```
Forces are in eV/Å.

Its HOMO energy is -8.08 eV. The multiplicity is 1. The frontier orbital gap comes out at 6.47 eV. The energy above the lowest of the compared OMol25 structures with the same formula, charge and spin comes out at 293.8 kcal/mol. The calculation puts the calculated total energy at -1224.7463 hartree. The calculation puts the lowest unoccupied orbital energy at -1.6 eV.

***

# 3
Formula: C5H9NO
Source: the OMol25 dataset
Level of theory: ωB97M-V/def2-TZVPD

Geometry as XYZ:
```
16
Properties=species:S:1:pos:R:3:forces:R:3
O 2.26274 -1.80782 0.26671 -0.092 -0.002 -0.161
C 1.50439 -1.27474 -0.65638 -0.082 -0.199 0.408
C 0.06618 -1.21900 -0.21182 -0.039 -0.041 -0.085
C -0.37825 0.23317 -0.07542 0.181 0.042 -0.008
C -1.25712 0.83627 -1.10291 0.053 0.098 -0.296
N -1.80964 0.37629 0.17328 -0.119 0.077 0.239
C 0.61340 1.10429 0.66906 -0.053 0.046 -0.002
H 1.76987 -2.09908 1.07169 0.011 0.083 -0.197
H 1.57939 1.08496 0.14930 -0.148 0.045 0.120
H -0.12181 -1.74695 0.74939 0.109 0.116 -0.115
H -0.54560 -1.70005 -0.98379 0.067 0.026 0.118
H -1.56610 0.25774 -1.97100 0.097 0.056 0.150
H -1.17936 1.90691 -1.28440 0.032 -0.159 0.083
H -1.98826 1.16518 0.78986 0.046 -0.078 -0.068
H 0.27948 2.14638 0.72317 -0.019 -0.171 -0.001
H 0.77069 0.73644 1.69327 -0.042 0.059 -0.187
```
Forces are in eV/Å.

Its HOMO energy is -8.65 eV. The multiplicity is 1. The frontier orbital gap comes out at 9.51 eV. The energy above the lowest of the compared OMol25 structures with the same formula, charge and spin comes out at 99.1 kcal/mol. The calculation puts the calculated total energy at -325.7797 hartree. The calculation puts the lowest unoccupied orbital energy at 0.9 eV.